No. 1
Molecular formula: C39H28CoN4O3P2S
Method: DFT, ωB97M-V/def2-TZVPD

The geometry in XYZ format:
```
78
Properties=species:S:1:pos:R:3:lowdin_spin:R:1
Co -1.26 -0.29 -0.99 1.25
O -0.25 1.37 -1.25 -0.02
S 0.30 1.40 0.20 0.03
C -0.79 2.50 1.09 0.00
C -0.30 3.36 2.06 0.00
C -1.19 4.10 2.83 0.00
C -2.55 3.97 2.64 0.00
C -3.03 3.07 1.70 0.00
C -2.18 2.28 0.94 0.01
P -2.94 1.02 -0.16 0.00
C -4.53 1.61 -0.70 0.00
C -4.57 2.39 -1.86 0.00
C -5.78 2.92 -2.28 0.00
C -6.93 2.67 -1.56 0.00
C -6.89 1.89 -0.41 0.00
C -5.69 1.36 0.03 0.00
C -3.20 -0.61 0.76 0.03
C -3.57 -2.39 -0.11 0.04
C -3.25 -3.49 0.89 0.02
C -2.86 -3.25 2.14 0.02
C -2.64 -1.93 2.77 0.01
C -2.76 -0.73 2.19 0.02
C 1.93 2.10 0.01 0.01
C 2.10 3.47 -0.06 0.00
C 3.38 4.00 -0.24 0.00
C 4.47 3.16 -0.36 0.00
C 4.28 1.78 -0.35 0.00
C 3.03 1.22 -0.18 0.00
P 2.89 -0.57 -0.39 0.00
C 3.76 -1.25 -1.75 0.00
C 4.94 -1.90 -1.68 0.00
C 5.48 -2.67 -2.79 0.00
C 4.75 -2.88 -3.89 0.01
C 3.41 -2.26 -4.10 0.02
C 2.92 -1.27 -3.01 -0.01
C 3.17 -1.40 1.13 0.00
C 3.54 -2.75 1.17 0.00
C 3.66 -3.40 2.39 0.00
C 3.42 -2.71 3.57 0.00
C 3.04 -1.37 3.54 0.00
C 2.92 -0.71 2.33 0.00
H 0.76 3.46 2.23 0.00
H -0.81 4.79 3.58 0.00
H -3.24 4.57 3.22 0.00
H -4.10 2.96 1.57 0.00
H -3.67 2.58 -2.44 0.00
H -5.81 3.52 -3.18 0.00
H -7.88 3.09 -1.89 0.00
H -7.80 1.70 0.15 0.00
H -5.67 0.74 0.91 0.00
H -3.93 -2.76 -1.06 0.01
H -3.37 -4.50 0.53 0.00
H -2.69 -4.10 2.78 0.00
H -2.36 -1.96 3.81 0.00
H -2.59 0.17 2.76 0.00
H 1.25 4.14 0.02 0.00
H 3.51 5.07 -0.30 0.00
H 5.46 3.57 -0.50 0.00
H 5.14 1.13 -0.52 0.00
H 5.50 -1.91 -0.75 0.00
H 6.45 -3.12 -2.67 0.00
H 5.14 -3.51 -4.69 0.00
H 3.33 -1.87 -5.11 0.01
H 2.66 -0.27 -3.35 0.00
H 3.70 -3.31 0.25 0.00
H 3.94 -4.44 2.42 0.00
H 3.52 -3.21 4.52 0.00
H 2.86 -0.84 4.46 0.00
H 2.65 0.34 2.31 0.00
O 1.40 -0.54 -0.90 0.01
N 0.33 -1.46 -1.10 0.21
C 0.62 -2.32 -2.13 0.28
C -0.43 -3.26 -2.32 0.04
N -1.32 -3.99 -2.36 0.10
C 1.80 -2.28 -2.93 0.02
N 2.24 -3.16 -3.79 0.24
O -4.40 -1.35 0.46 0.03
N -2.45 -1.47 -0.19 0.63
```

The value obtained for the relative energy (zero: lowest compared OMol25 entry of this formula, charge and spin) is 0.0000 eV. The HOMO energy (spin up / spin down) comes out at -11.99 / -13.85 eV. Its expectation value of S² is 3.808. The gap between HOMO and LUMO (spin up / spin down) comes out at 6.06 / 6.88 eV. The total charge is +2. The calculated total energy comes out at -120016.871 eV. Its multiplicity is 4.

No. 2
Molecular formula: C39H28ILuN8O2
Method: DFT, ωB97M-V/def2-TZVPD

The geometry in XYZ format:
```
79
Properties=species:S:1:pos:R:3:lowdin_charge:R:1
Lu 1.12 -1.34 -0.27 1.60
C 4.18 0.99 -2.76 -0.04
C 3.41 -0.13 -2.27 -0.09
N 2.15 -0.08 -1.95 0.01
C 1.50 1.13 -1.99 -0.18
C 2.20 2.33 -2.28 -0.12
C 3.61 2.18 -2.69 0.00
C 1.53 3.57 -2.24 -0.04
C 0.18 3.64 -1.85 -0.05
C -0.46 2.41 -1.56 -0.04
C 0.13 1.17 -1.63 -0.24
N -0.37 -0.10 -1.29 -0.09
C -1.57 -0.49 -1.76 -0.25
C -2.60 0.29 -2.32 -0.03
C -3.78 -0.27 -2.82 -0.08
C -4.02 -1.64 -2.71 -0.05
C -2.97 -2.49 -2.26 -0.15
C -3.01 -3.93 -2.29 0.01
C -1.98 -4.68 -1.85 -0.04
C -0.86 -4.00 -1.34 -0.09
N -0.80 -2.67 -1.24 0.04
C -1.82 -1.93 -1.71 -0.20
H 5.21 0.80 -2.99 0.11
H 3.93 -1.07 -2.19 0.10
H 4.20 3.10 -2.79 0.13
H 2.08 4.46 -2.39 0.10
H -0.25 4.63 -1.76 0.10
H -1.52 2.45 -1.18 0.11
H -2.52 1.34 -2.40 0.06
H -4.56 0.40 -3.18 0.11
H -4.90 -2.00 -3.23 0.10
H -3.91 -4.30 -2.69 0.10
H -1.96 -5.74 -1.94 0.10
H -0.09 -4.61 -0.96 0.10
I 4.76 -1.88 0.98 1.12
C 4.85 0.17 0.69 -0.66
C 6.04 0.69 0.31 -0.18
C 6.26 2.08 0.39 -0.08
C 5.20 2.89 0.66 -0.06
C 3.93 2.40 0.82 -0.18
C 2.81 3.25 1.08 -0.05
C 1.57 2.73 1.29 -0.10
C 1.37 1.34 1.17 -0.19
C 2.37 0.42 0.90 -0.22
C 3.68 0.98 0.87 -0.26
H 6.90 0.03 0.10 0.10
H 7.11 2.49 0.05 0.06
H 5.38 3.98 0.54 0.13
H 2.95 4.32 1.02 0.11
H 0.72 3.39 1.51 0.11
H 0.26 1.08 1.26 0.09
N 1.62 -3.17 1.29 -0.10
N 2.37 -4.16 0.67 -0.06
C 2.73 -3.92 -0.66 -0.80
O 3.49 -4.77 -1.17 0.00
O 2.09 -2.95 -1.25 -0.24
H 2.14 -2.62 2.00 0.04
H 0.80 -3.61 1.75 0.11
H 3.07 -4.66 1.16 0.11
N -8.55 2.28 2.96 0.18
C -7.59 1.71 2.79 -0.21
C -6.31 1.18 2.69 -0.25
C -5.39 1.92 1.93 0.01
C -4.08 1.42 1.93 0.02
C -3.76 0.19 2.56 -0.18
C -4.73 -0.55 3.28 0.02
C -6.00 0.01 3.33 -0.02
N -2.43 -0.30 2.60 0.00
C -1.50 -0.26 3.60 -0.07
C -0.34 -0.75 3.13 -0.15
N -0.50 -1.19 1.85 -0.01
C -1.69 -0.79 1.50 -0.11
H -5.68 2.81 1.35 0.13
H -3.23 1.93 1.46 0.12
H -4.46 -1.50 3.72 0.13
H -6.69 -0.45 4.01 0.12
H -1.57 0.13 4.58 0.12
H 0.67 -0.73 3.52 0.12
H -2.11 -0.99 0.52 0.12
```

The value obtained for the relative energy (zero: lowest compared OMol25 entry of this formula, charge and spin) is 1.7990 eV. The HOMO energy comes out at -7.20 eV. The gap between HOMO and LUMO comes out at 6.80 eV. The calculated total energy comes out at -98637.292 eV.

No. 3
Molecular formula: C39H28N10OS4Ta
Method: DFT, ωB97M-V/def2-TZVPD

The geometry in XYZ format:
```
83
Properties=species:S:1:pos:R:3:lowdin_charge:R:1
Ta 1.68 -0.50 0.58 1.43
N 0.39 2.95 3.34 0.16
C -1.03 2.94 3.51 -0.23
C -1.59 3.51 4.64 -0.01
C -2.97 3.48 4.80 -0.06
C -3.77 2.87 3.85 -0.06
C -3.20 2.28 2.73 -0.07
C -1.83 2.34 2.55 -0.43
S -1.11 1.68 1.08 1.04
N 0.51 1.41 1.58 -0.35
C 1.04 2.10 2.53 -0.33
C 2.51 1.97 2.68 -0.18
C 3.27 2.80 3.49 0.02
C 4.64 2.63 3.53 -0.01
C 5.21 1.64 2.76 0.00
C 4.39 0.86 1.97 -0.16
N 3.06 1.01 1.92 -0.03
H 0.90 3.36 4.10 0.13
H -0.96 3.97 5.38 0.12
H -3.41 3.93 5.68 0.12
H -4.84 2.84 3.98 0.12
H -3.82 1.79 1.99 0.12
H 2.82 3.60 4.06 0.12
H 5.25 3.27 4.16 0.13
H 6.28 1.46 2.76 0.13
H 4.80 0.07 1.35 0.06
N 5.59 -0.80 -2.08 0.06
C 4.84 -1.28 -1.08 -0.15
N 3.93 -0.38 -0.77 0.00
C 4.17 0.63 -1.63 -0.31
N 5.17 0.42 -2.46 0.15
C 3.31 1.81 -1.64 -0.19
C 3.54 2.88 -2.51 -0.04
N 2.73 3.92 -2.56 0.11
C 1.68 3.89 -1.74 -0.08
C 1.45 2.84 -0.87 -0.11
N 2.28 1.79 -0.81 0.07
H 6.36 -1.24 -2.56 0.17
H 4.98 -2.25 -0.63 0.13
H 4.40 2.87 -3.17 0.13
H 1.00 4.73 -1.78 0.12
H 0.58 2.84 -0.23 0.04
S 3.12 -1.87 2.06 0.65
C 2.73 -3.26 1.09 -1.04
S 2.02 -2.76 -0.41 0.68
C 2.92 -4.54 1.49 -0.35
C 2.53 -5.63 0.66 -0.22
N 2.21 -6.50 -0.03 0.19
C 3.52 -4.82 2.76 -0.23
N 4.02 -5.00 3.78 0.18
C -0.06 -1.42 1.64 -0.29
C -1.03 -2.28 0.85 -0.32
C -0.85 -3.66 0.81 -0.08
C -1.70 -4.48 0.09 -0.07
C -2.78 -3.93 -0.59 -0.09
C -2.99 -2.56 -0.54 -0.08
C -2.13 -1.75 0.18 -0.08
H 0.40 -2.03 2.42 0.04
H -0.60 -0.61 2.12 0.02
H -0.02 -4.11 1.36 0.10
H -1.53 -5.55 0.07 0.11
H -3.45 -4.57 -1.16 0.10
H -3.84 -2.12 -1.05 0.11
H -2.30 -0.68 0.21 0.07
C -7.78 -0.51 -4.67 -0.07
C -6.37 -0.38 -4.15 -0.73
O -6.09 -0.12 -3.01 0.04
S -5.15 -0.67 -5.44 1.03
C -3.66 -0.54 -4.50 -0.52
C -3.31 0.66 -3.89 -0.08
C -2.16 0.72 -3.12 -0.01
C -1.36 -0.41 -2.97 -0.24
C -1.70 -1.60 -3.62 -0.01
C -2.84 -1.66 -4.38 -0.07
C -0.26 -0.39 -2.06 -0.06
C 0.60 -0.37 -1.19 -0.24
H -8.42 0.20 -4.15 0.09
H -8.12 -1.52 -4.44 0.10
H -7.83 -0.35 -5.74 0.07
H -3.93 1.53 -4.00 0.12
H -1.88 1.64 -2.62 0.11
H -1.08 -2.48 -3.48 0.13
H -3.12 -2.58 -4.88 0.11
```

The value obtained for the relative energy (zero: lowest compared OMol25 entry of this formula, charge and spin) is 1.2626 eV. The HOMO energy comes out at -10.29 eV. The gap between HOMO and LUMO comes out at 6.04 eV. The total charge is +1. The calculated total energy comes out at -102732.516 eV.

> Among the records above, which one has the lowest relative energy (zero: lowest compared OMol25 entry of this formula, charge and spin)?

C39H28CoN4O3P2S

> Number 1 is which compound?

C39H28CoN4O3P2S